The following is a quantum chemistry calculation of a 13-piece molecular cluster, C91H209N11O7 overall in a non-equilibrium geometry, from OMol25.

For the largest force on an atom, the calculation gives 4.8 eV/A. The value obtained for the frontier orbital gap is 5.193 eV. The net charge is +10. The calculation puts the HOMO energy at -22.7566 eV. For the energy, the calculation gives -4716.84746 hartree.

Each line ends with the Löwdin charge.
Positions of all 318 atoms, in Å:
C -5.205959 -1.821181 -5.413360  -0.06
C -4.648013 -1.341132 -4.094450  -0.23
C -5.568376 -1.530627 -2.912915  -0.10
N -5.090584 -1.092008 -1.499576  -0.25
C -3.793467 -1.764178 -1.086191  -0.10
C -3.393209 -1.458514 0.372473  -0.15
C -4.481847 -1.889251 1.444571  -0.12
C -5.822672 -1.220845 0.941925  -0.15
C -6.187742 -1.486136 -0.512078  -0.09
C -4.899634 0.400788 -1.362245  0.01
H -5.333865 -2.896050 -5.376022  0.10
H -4.483898 -1.643002 -6.195569  0.06
H -6.099542 -1.306060 -5.729774  0.09
H -4.519186 -0.279357 -4.177558  0.09
H -3.755036 -1.934296 -3.863875  0.11
H -5.830199 -2.587860 -2.780733  0.15
H -6.555922 -1.079321 -2.992268  0.15
H -3.919445 -2.852975 -1.195343  0.16
H -3.090362 -1.366494 -1.834430  0.12
H -2.421504 -1.949865 0.498329  0.11
H -3.312556 -0.383879 0.556438  0.08
H -4.566739 -2.966886 1.609444  0.11
H -4.209502 -1.440125 2.395891  0.09
H -6.668573 -1.739039 1.378078  0.13
H -5.892042 -0.185677 1.262962  0.10
H -6.301391 -2.558914 -0.604628  0.15
H -7.089926 -0.928128 -0.766262  0.16
H -4.898148 0.648142 -0.308393  0.07
H -5.753137 0.859031 -1.845798  0.12
H -3.985911 0.741981 -1.853056  0.09
C -1.007899 -1.445451 -6.546393  -0.07
C 0.448179 -1.317052 -6.982178  -0.20
C 0.884095 0.053389 -6.547251  -0.16
N 2.362939 0.293388 -6.660875  -0.28
C 2.766001 1.687846 -6.161597  -0.07
C 2.589211 1.842885 -4.661126  -0.16
C 3.372825 0.785736 -3.866146  -0.17
C 3.049656 -0.598777 -4.432351  -0.15
C 3.311166 -0.634400 -5.929054  -0.10
C 2.715437 0.214449 -8.098561  0.05
H -1.552610 -0.623814 -6.958792  0.05
H -1.025104 -1.542410 -5.480067  0.06
H -1.474233 -2.343814 -6.913126  0.09
H 0.481794 -1.399478 -8.063941  0.13
H 1.087158 -2.050324 -6.476759  0.12
H 0.575889 0.292112 -5.538466  0.11
H 0.438555 0.846106 -7.173456  0.14
H 2.155225 2.370287 -6.726189  0.14
H 3.821818 1.711344 -6.423923  0.15
H 1.560382 1.785748 -4.347263  0.09
H 3.017336 2.824116 -4.422783  0.13
H 3.179898 0.894019 -2.781914  0.09
H 4.431109 0.967972 -4.015006  0.13
H 1.990116 -0.810457 -4.318175  0.10
H 3.685864 -1.451588 -4.080006  0.14
H 3.336600 -1.601545 -6.411954  0.15
H 4.263260 -0.126305 -6.105877  0.14
H 2.542928 -0.810525 -8.350092  0.11
H 3.762404 0.465704 -8.225914  0.13
H 2.049641 0.867034 -8.645785  0.13
C -0.858555 -11.175026 3.220001  -0.06
C -1.173671 -9.731315 3.580002  -0.23
C -0.213745 -8.802333 2.823424  -0.09
N -0.490553 -7.265803 2.926750  -0.26
C -1.670373 -6.922420 2.014495  -0.08
C -2.088640 -5.408898 2.023918  -0.17
C -2.659638 -4.942513 3.370791  -0.18
C -1.544275 -5.342687 4.384943  -0.14
C -0.890285 -6.811664 4.335366  -0.04
C 0.750641 -6.549077 2.470746  -0.02
H -1.405020 -11.928362 3.781113  0.10
H 0.222544 -11.264196 3.372964  0.09
H -1.111433 -11.360789 2.175416  0.09
H -1.066487 -9.558470 4.647786  0.11
H -2.211848 -9.458898 3.370268  0.11
H -0.184678 -8.982900 1.749850  0.13
H 0.806577 -8.848305 3.204829  0.13
H -2.489454 -7.550142 2.335597  0.13
H -1.352466 -7.246761 1.028895  0.13
H -2.875056 -5.462789 1.278577  0.10
H -1.266831 -4.780501 1.668554  0.10
H -3.672395 -5.362530 3.493604  0.12
H -2.670925 -3.842023 3.360841  0.08
H -1.938023 -5.337225 5.405318  0.10
H -0.720642 -4.633777 4.248766  0.05
H -1.545744 -7.594307 4.700237  0.11
H 0.004501 -6.765405 4.971332  0.14
H 1.547588 -6.893617 3.111376  0.11
H 0.641209 -5.464285 2.607233  0.06
H 0.816738 -6.687690 1.399121  0.08
C 4.772047 7.690608 -5.263020  -0.07
C 4.890899 8.088475 -3.757245  -0.17
C 3.479729 8.034362 -3.111057  -0.12
N 3.388075 8.441127 -1.670202  -0.28
C 4.391819 7.717480 -0.763595  -0.11
C 4.248490 6.244626 -0.827833  -0.15
C 2.819111 5.803031 -0.374256  -0.18
C 1.749754 6.543358 -1.165091  -0.17
C 2.009604 8.060959 -1.211718  -0.10
C 3.592542 9.908507 -1.440139  0.06
H 4.082870 8.273468 -5.832789  0.08
H 4.380109 6.672491 -5.387395  0.06
H 5.753542 7.623966 -5.720300  0.09
H 5.340828 9.073279 -3.803038  0.13
H 5.485530 7.344755 -3.253976  0.10
H 3.114784 7.008308 -3.157686  0.11
H 2.806928 8.731581 -3.617462  0.15
H 5.395259 8.085466 -1.011026  0.16
H 4.237624 8.092486 0.256448  0.15
H 4.533156 5.918693 -1.827507  0.11
H 5.058667 5.854847 -0.196981  0.14
H 2.708597 4.712637 -0.509605  0.08
H 2.694716 5.954929 0.720904  0.12
H 1.779350 6.139471 -2.165933  0.10
H 0.798242 6.367088 -0.684200  0.09
H 1.317523 8.588705 -1.872082  0.15
H 1.933493 8.405886 -0.190411  0.14
H 2.866137 10.490306 -2.015139  0.13
H 4.556202 10.133398 -1.868262  0.12
H 3.528333 10.119452 -0.375151  0.12
C -4.362357 1.808964 4.416215  -0.07
C -4.740208 2.635463 3.128649  -0.18
C -3.645801 3.692516 2.866486  -0.13
N -3.936155 4.664652 1.732499  -0.25
C -4.333097 3.903535 0.471579  -0.12
C -4.116181 4.656911 -0.810191  -0.15
C -2.741234 5.317466 -0.933073  -0.16
C -2.534125 6.262864 0.287921  -0.13
C -2.595598 5.458617 1.571656  -0.08
C -5.043772 5.614400 2.053678  0.07
H -4.246286 2.474317 5.278388  0.09
H -3.392063 1.328113 4.287331  0.04
H -5.001642 0.945104 4.592808  0.07
H -5.713305 3.001923 3.337682  0.11
H -4.901252 1.972381 2.285495  0.08
H -2.707764 3.190638 2.664112  0.10
H -3.466331 4.297129 3.774907  0.15
H -3.654991 3.058895 0.485527  0.11
H -5.347817 3.538486 0.661183  0.14
H -4.243067 3.905126 -1.604818  0.10
H -4.927217 5.377201 -0.980352  0.15
H -1.917240 4.603648 -0.988538  0.09
H -2.715320 5.895749 -1.849422  0.12
H -1.564935 6.726942 0.165324  0.11
H -3.316118 7.022541 0.336245  0.13
H -1.815582 4.665890 1.592524  0.12
H -2.582256 6.094029 2.449616  0.14
H -4.835761 6.068133 3.001956  0.12
H -5.967261 5.053807 2.006797  0.12
H -4.982039 6.411514 1.312944  0.12
C 0.874226 -1.673827 7.426385  -0.07
C -0.550267 -2.265101 7.560741  -0.22
C -1.658872 -1.259334 7.636219  -0.13
N -3.091173 -1.829725 7.648022  -0.25
C -4.011357 -0.585535 7.570623  -0.08
C -5.481000 -0.961236 7.418281  -0.15
C -5.698286 -1.890843 6.192911  -0.13
C -4.704970 -3.117653 6.227246  -0.14
C -3.252157 -2.775581 6.445327  -0.13
C -3.412930 -2.580725 8.901612  0.04
H 0.882634 -1.121245 6.478734  0.04
H 1.729402 -2.370640 7.410475  0.10
H 0.989110 -0.974233 8.265629  0.08
H -0.535457 -2.901493 8.436303  0.13
H -0.698546 -2.863107 6.675118  0.09
H -1.751934 -0.669709 6.738921  0.10
H -1.593232 -0.700189 8.558027  0.14
H -3.720126 -0.138737 6.619181  0.10
H -3.706559 -0.005071 8.456839  0.15
H -6.079505 -0.068842 7.224091  0.13
H -5.967248 -1.294233 8.325616  0.13
H -5.526624 -1.328419 5.272383  0.08
H -6.734099 -2.260658 6.180422  0.14
H -4.755344 -3.670016 5.276367  0.11
H -4.960026 -3.888938 6.976365  0.14
H -2.766716 -2.237810 5.606747  0.13
H -2.606056 -3.641777 6.565757  0.11
H -3.172782 -2.017151 9.783608  0.12
H -2.882471 -3.525576 8.916878  0.12
H -4.454935 -2.874732 8.950185  0.11
C 6.325448 -1.050033 -0.416914  -0.07
C 7.022510 -0.489150 0.826194  -0.21
C 6.512647 -1.074714 2.129909  -0.14
N 7.043112 -0.480331 3.404505  -0.26
C 6.990762 1.010252 3.532975  -0.10
C 5.568086 1.508778 3.437208  -0.16
C 4.603408 0.891777 4.482785  -0.16
C 4.692315 -0.641018 4.531936  -0.16
C 6.148054 -1.078459 4.533842  -0.07
C 8.412063 -0.933765 3.709804  0.06
H 6.305230 -2.141308 -0.367606  0.07
H 6.867784 -0.773707 -1.329409  0.10
H 5.310522 -0.638271 -0.457419  0.06
H 6.931614 0.604510 0.866826  0.11
H 8.096106 -0.694200 0.790311  0.13
H 6.773840 -2.127534 2.142981  0.14
H 5.450661 -0.926390 2.192426  0.10
H 7.720882 1.462968 2.849157  0.16
H 7.374353 1.212903 4.527422  0.15
H 5.193310 1.330093 2.410906  0.09
H 5.615381 2.589670 3.517458  0.12
H 3.594095 1.178885 4.174691  0.08
H 4.799453 1.355350 5.442983  0.12
H 4.112006 -1.031241 3.701168  0.09
H 4.258936 -1.073963 5.442315  0.14
H 6.237026 -2.155837 4.470560  0.12
H 6.607330 -0.730308 5.448483  0.15
H 8.388176 -2.000880 3.730797  0.12
H 8.732791 -0.531170 4.647918  0.13
H 8.992684 -0.616341 2.867136  0.12
C 2.151969 4.819395 5.066107  0.04
C 0.916757 4.133322 4.969827  -0.36
O 0.218426 3.765867 4.065986  0.12
N 0.232144 3.872359 6.418838  0.11
H 0.813089 4.072690 7.266858  0.20
H -0.539940 4.575596 6.590426  0.20
C -0.523574 2.506951 6.384496  0.03
H 2.836534 4.255663 5.688611  0.12
H 1.950751 5.825115 5.465269  0.15
H 2.615310 4.997268 4.096211  0.11
H -1.389282 2.694406 5.765436  0.07
H -0.775601 2.197909 7.391145  0.11
H 0.018538 1.736511 5.852573  0.08
C -0.799413 1.928977 -1.661340  -0.06
C 0.499016 2.108910 -0.919700  -0.14
N 0.793096 0.993860 0.147163  -0.20
C 0.879919 -0.350132 -0.577492  0.03
C 2.232463 1.232203 0.702547  -0.14
C 2.436617 2.502789 1.478345  -0.04
C -0.307557 1.067533 1.232777  -0.05
C 0.008277 0.287927 2.534121  -0.26
O 0.225103 -0.992809 2.187551  -0.20
C 0.734269 -1.821191 3.267443  -0.08
H -0.825696 0.988514 -2.194297  0.07
H -0.937609 2.765324 -2.351294  0.09
H -1.649888 2.023931 -0.965382  0.07
H 0.473465 3.030317 -0.352870  0.11
H 1.408196 2.110948 -1.517525  0.12
H -0.093476 -0.708017 -0.906640  0.10
H 1.293200 -1.044494 0.135056  0.09
H 1.501307 -0.207408 -1.434990  0.09
H 2.905109 1.297299 -0.150482  0.12
H 2.467924 0.330734 1.263228  0.13
H 2.366935 3.348501 0.803663  0.05
H 3.441452 2.465236 1.911651  0.08
H 1.773954 2.616219 2.332635  0.06
H -1.095584 0.541587 0.709507  0.10
H -0.449212 2.125467 1.443772  0.12
H -0.916172 0.503141 3.108565  0.13
H 0.892670 0.630322 3.105281  0.12
H -0.091508 -1.896552 3.983207  0.08
H 1.587128 -1.527054 3.885614  0.08
H 0.977578 -2.757287 2.801842  0.04
C -5.752021 0.778770 -9.384145  -0.03
C -4.762781 1.299655 -8.356382  -0.21
N -3.695288 2.179706 -8.894223  -0.23
C -2.992931 1.453875 -10.026218  0.04
C -4.397206 3.548760 -9.423348  -0.12
C -3.451729 4.630434 -9.705313  -0.06
C -2.645008 2.539010 -7.770099  -0.05
C -3.079249 3.349435 -6.535153  -0.24
O -3.477769 2.555874 -5.503135  -0.20
C -4.205264 3.226571 -4.481643  -0.07
H -6.422302 0.103270 -8.858562  0.10
H -5.198953 0.227950 -10.137227  0.09
H -6.417542 1.548045 -9.783642  0.10
H -4.229109 0.427772 -8.040443  0.10
H -5.231026 1.829351 -7.531421  0.13
H -2.577426 0.551128 -9.630712  0.10
H -2.168474 2.079813 -10.362980  0.11
H -3.673897 1.369345 -10.864152  0.12
H -5.137952 3.767915 -8.650831  0.13
H -5.010508 3.283462 -10.296932  0.14
H -2.780527 4.331788 -10.507260  0.10
H -3.025295 5.007606 -8.787213  0.08
H -3.934590 5.536398 -10.059007  0.12
H -1.838488 3.104314 -8.266820  0.13
H -2.314799 1.558477 -7.410462  0.11
H -3.888280 3.992266 -6.815418  0.12
H -2.169682 3.820137 -6.193892  0.13
H -3.573094 3.907836 -3.892032  0.08
H -4.548210 2.386697 -3.890985  0.06
H -5.104343 3.768776 -4.825382  0.12
C 4.978810 -6.813124 0.851635  -0.04
C 5.235273 -5.811664 -0.289592  -0.07
N 3.848380 -5.439942 -1.087169  -0.22
C 4.250752 -4.658205 -2.302538  0.01
C 3.005003 -6.693926 -1.456792  -0.14
C 3.825928 -7.790672 -2.099526  -0.03
C 3.067896 -4.462995 -0.153795  -0.06
C 1.586836 -4.254396 -0.572185  -0.21
O 1.432873 -3.460523 -1.696201  -0.22
C 0.214151 -3.631831 -2.399820  -0.06
H 4.175401 -6.491917 1.509454  0.06
H 5.898436 -6.905206 1.442321  0.12
H 4.621970 -7.761547 0.472217  0.08
H 5.871520 -6.175072 -1.096384  0.13
H 5.542235 -4.852579 0.123052  0.10
H 3.429230 -4.154004 -2.782491  0.09
H 4.884421 -5.259786 -2.932139  0.11
H 4.901236 -3.845660 -1.933046  0.10
H 2.195757 -6.388592 -2.097065  0.12
H 2.626077 -6.952066 -0.474094  0.11
H 4.753702 -8.004596 -1.563631  0.08
H 4.151850 -7.549137 -3.102860  0.09
H 3.230198 -8.703451 -2.151330  0.12
H 3.756733 -3.616456 -0.168463  0.12
H 3.063709 -4.839756 0.857515  0.10
H 1.230467 -3.704179 0.294961  0.12
H 1.080221 -5.230851 -0.708026  0.12
H 0.191010 -4.647629 -2.776915  0.10
H 0.336682 -2.929508 -3.209284  0.08
H -0.656064 -3.413017 -1.804318  0.08
O 1.107896 -4.043388 4.295710  -0.50
C 4.783181 -4.147405 3.960474  -0.35
O 4.738944 -4.397348 5.134368  0.21
O 4.744971 -3.883763 2.802647  0.13
H 1.860689 -4.653007 4.716275  -0.01

Cartesian forces (eV/Å) of the 2 atoms listed first:
C 0.106 -0.492 -0.018
C -0.168 0.065 0.941